64
Properties=species:S:1:pos:R:3:lowdin_charge:R:1 method="wB97M-V/def2-TZVPD" e_above_lowest_ev=13.584 orbital_gap_ev=7.37 max_force_ha_per_bohr=0.151 homo_ha=-0.3443 energy_ha=-2745.630972
Cl 0.485 0.006 -5.905 0.5928
Cl 1.448 2.953 -4.492 0.6688
O -1.872 -1.730 2.031 -0.0258
O -5.011 3.245 5.066 0.0750
O -2.859 3.694 4.731 0.0494
O 2.743 -0.944 -2.975 0.0054
O -2.461 -0.602 -1.628 0.0515
O -0.436 -0.144 1.699 0.0547
O 1.718 0.573 -1.816 -0.0301
O -1.486 0.100 -3.473 0.0284
N -3.845 2.946 4.825 -0.3291
N -1.765 0.224 -2.290 -0.2323
N -1.005 -1.161 1.324 -0.2006
N 2.423 -0.376 -1.945 -0.3267
C 4.713 -2.219 0.482 -0.0514
C -1.012 1.317 -1.548 -0.0677
C 3.514 -0.466 1.704 -0.0031
C 0.423 -1.290 -0.746 0.0306
C -1.504 -2.699 -0.545 -0.0058
C -0.434 2.383 0.558 -0.0660
C -1.144 -3.421 -1.696 -0.0214
C -0.641 -1.777 0.064 -0.0949
C 0.689 3.057 -1.513 -0.0619
C -2.981 -0.998 3.618 -0.0875
C 4.571 -1.453 1.635 -0.0339
C 2.923 -0.096 0.492 -0.0543
C -0.056 -2.948 -2.415 -0.0383
C 0.459 3.171 -0.135 -0.0601
C 0.903 0.086 -4.173 -0.5912
C -1.229 1.474 -0.146 0.0146
C -3.556 1.538 4.504 -0.1513
C 3.104 -0.730 -0.665 -0.1476
C -4.007 -0.822 4.492 -0.0406
C -0.091 2.126 -2.228 -0.0847
C -2.384 1.291 3.748 0.0200
C -2.129 0.039 3.293 -0.0603
C 3.994 -1.819 -0.655 0.0269
C 1.796 1.343 -3.874 -0.6217
C -4.323 0.490 4.905 -0.0064
C 0.730 -1.960 -1.938 -0.0698
H 1.491 -1.656 -2.642 0.0446
H -4.656 -1.660 4.702 0.1051
H 4.275 -2.233 -1.612 0.1203
H -1.353 -0.122 2.558 -0.0448
H 1.399 3.680 -2.036 0.0868
H -0.037 -0.020 -3.630 -0.0146
H -0.622 2.633 1.591 0.1014
H 1.486 -0.830 -4.078 0.0392
H -2.405 -2.989 -0.024 0.1237
H 5.491 -2.944 0.293 0.1088
H 1.125 -0.579 -0.334 0.0723
H 3.432 0.206 2.546 0.1096
H 0.330 -3.406 -3.314 0.1263
H -5.205 0.781 5.456 0.1148
H -1.736 2.077 3.390 0.0970
H 0.971 3.912 0.461 0.1100
H 2.353 0.815 0.592 0.1260
H -2.980 -1.933 3.077 0.0958
H -1.938 0.922 0.453 0.1133
H 1.814 1.534 -2.801 -0.0161
H -0.024 2.063 -3.304 0.0316
H 5.219 -1.635 2.480 0.1032
H 2.840 1.293 -4.183 0.0788
H -1.673 -4.310 -2.007 0.1133

=====

68
Properties=species:S:1:pos:R:3:lowdin_charge:R:1 method="wB97M-V/def2-TZVPD" e_above_lowest_ev=1.896 multiplicity=2 orbital_gap_ev="5.45 / 5.96" charge=-2 max_force_ha_per_bohr=0.026 s_squared=0.758 homo_ha="-0.0673 / -0.0863" energy_ha=-6556.749924
I -3.420 -3.985 3.432 0.8069
I -0.411 -0.652 -4.269 0.6491
I -3.948 -1.383 -1.679 0.3295
Rb -0.467 -0.740 0.091 0.5739
Cl 0.285 -2.361 7.468 0.6047
Cl 4.104 3.221 -1.484 0.6926
Cl 7.671 -0.473 0.140 0.6016
Cl 7.020 2.403 -0.847 0.6274
Cl 2.397 -1.594 0.230 0.6778
Cl 5.339 -2.476 0.645 0.6520
S -2.383 1.863 -2.190 0.7610
S -0.522 4.737 -3.148 0.8374
S -0.771 3.505 0.488 0.8548
S -4.828 -0.443 1.763 0.5667
O 2.127 1.132 -0.832 -0.0960
O -1.763 -1.770 2.013 -0.3104
O 0.115 -3.707 -0.118 -0.0123
N 0.367 -0.236 2.775 0.0481
C -0.386 -4.491 -0.884 -0.4824
C 4.431 1.646 -0.854 -0.6049
C 0.481 3.648 -2.058 -0.5401
C 3.301 0.792 -0.621 -0.5388
C 1.438 0.438 3.109 -0.1515
C 5.733 1.278 -0.599 -0.7291
C -3.770 0.001 0.725 -0.8459
C -1.313 -1.869 3.167 -0.5078
C -3.131 2.817 -0.849 -0.5464
C -0.273 -5.988 -0.654 -0.0131
C 2.064 0.309 4.357 -0.0571
C 0.347 -1.259 4.965 -0.1876
C -1.376 -2.903 5.414 -0.2092
C -0.298 -2.152 5.831 -0.6391
C -2.475 -1.153 -4.087 -0.8184
C 4.981 -0.881 0.095 -0.7185
C 0.521 4.153 -0.631 -0.5500
C -2.321 4.001 -0.353 -0.5406
C -1.839 -2.763 4.128 -0.6176
C 3.673 -0.506 -0.112 -0.6020
C -2.632 2.943 -3.648 -0.5079
C -1.352 3.522 -4.224 -0.5479
C 1.508 -0.528 5.287 -0.0439
C -1.137 -4.048 -2.104 -0.0390
C 6.034 0.002 -0.136 -0.7513
C -0.176 -1.087 3.648 -0.1499
H -0.632 -6.557 -1.507 0.0629
H 1.442 3.810 -0.158 0.0424
H -3.073 -0.392 -4.570 -0.0914
H 0.079 2.638 -2.107 0.0261
H -0.629 2.737 -4.447 0.0434
H 1.490 3.642 -2.472 0.0332
H -1.571 -4.869 -2.665 0.0729
H -0.855 -6.249 0.230 0.0873
H -2.638 -2.145 -4.485 -0.0831
H -3.100 2.312 -4.408 0.0607
H -1.843 -3.601 6.096 0.0826
H -0.456 -3.481 -2.743 0.0563
H 1.955 -0.654 6.264 0.0773
H 0.767 -6.240 -0.450 0.0818
H -1.581 4.067 -5.143 0.0599
H 0.476 5.244 -0.600 0.0608
H -3.251 2.070 -0.058 -0.0081
H -1.927 -3.359 -1.790 -0.0175
H -3.327 3.728 -3.358 0.0708
H -2.048 4.678 -1.159 0.0118
H -4.123 3.141 -1.174 0.0790
H 1.836 1.110 2.357 0.1078
H 2.971 0.859 4.568 0.0971
H -2.909 4.546 0.391 0.0614

=====

70
Properties=species:S:1:pos:R:3:lowdin_charge:R:1 method="wB97M-V/def2-TZVPD" multiplicity=5 orbital_gap_ev="8.32 / 6.25" max_force_ha_per_bohr=0.013 s_squared=6.064 homo_ha="-0.3099 / -0.3290" energy_ha=-3294.644750
Ru 0.443 -0.183 -0.374 1.2569
S -2.033 3.657 -3.032 0.6573
S 1.955 0.358 1.380 0.7228
F 3.386 0.071 -1.768 0.1259
F -2.618 5.293 1.886 0.1168
F -2.722 2.666 2.175 0.1128
F 1.125 4.915 -0.928 0.1338
F 1.051 2.290 -0.729 0.0374
F 1.149 -2.600 -1.864 0.0165
F 0.778 -0.791 -3.048 0.0216
F 3.155 -1.168 -3.516 0.1517
F 3.600 -2.086 -1.614 0.1325
O -1.636 4.029 -4.356 -0.2742
O -2.214 4.698 -2.052 -0.2866
O -1.201 0.371 -1.622 -0.1379
N -1.041 2.506 -2.429 0.0052
N -0.753 1.001 0.901 -0.0786
N -0.921 -1.879 0.587 -0.2198
N 3.912 -1.443 1.181 0.1036
N 2.978 -1.071 3.338 0.0499
C 0.199 4.362 -0.153 -0.2255
C 3.879 -1.917 3.839 -0.1241
C 4.794 -2.302 1.695 -0.3138
C -2.069 -2.594 -1.569 -0.0767
C 0.153 2.999 -0.045 -0.1827
C -5.745 1.975 -3.297 -0.0610
C 4.823 -2.557 3.059 -0.0131
C -0.329 -3.220 0.850 -0.2325
C 3.064 -0.869 2.023 -0.7869
C -5.421 0.742 -2.733 -0.0576
C 2.917 -1.101 -2.199 -0.6081
C 1.103 -3.237 1.326 -0.0799
C -1.656 0.239 1.763 -0.1739
C -0.807 2.335 0.781 -0.1544
C -0.724 5.156 0.498 0.1113
C -1.749 3.188 1.423 -0.1172
C -3.493 2.655 -3.063 -0.2092
C -4.119 0.459 -2.337 0.0020
C -4.776 2.958 -3.470 -0.0225
C 1.391 -1.244 -1.906 -0.4491
C -1.698 4.547 1.273 -0.2027
C -1.194 -1.205 1.879 -0.1927
C 5.710 -2.987 0.724 -0.0231
C -1.700 1.411 -2.159 -0.4619
C -2.202 -2.083 -0.146 -0.2398
C -3.158 1.437 -2.511 -0.1229
H -1.696 0.657 2.767 0.1331
H -0.272 -1.224 2.456 0.0935
H -3.066 -2.644 -2.013 0.0785
H 1.742 -2.666 0.657 0.0365
H 6.045 -2.281 -0.034 0.0844
H -5.015 3.919 -3.907 0.1250
H -6.194 -0.005 -2.607 0.1064
H 3.828 -2.091 4.908 0.1100
H -2.718 -1.126 -0.165 0.0816
H -2.809 -2.784 0.444 0.1270
H -2.668 0.305 1.356 0.1264
H -6.764 2.171 -3.605 0.1075
H 1.218 -2.854 2.339 0.0640
H 1.464 -4.267 1.314 0.0927
H 5.162 -3.779 0.207 0.0874
H 5.553 -3.226 3.494 0.1094
H -1.958 -1.762 2.437 0.1336
H -0.718 6.230 0.364 0.1551
H -1.470 -1.922 -2.180 0.0562
H -0.381 -3.776 -0.078 0.0976
H 6.567 -3.432 1.226 0.0765
H -0.978 -3.724 1.578 0.1261
H -1.638 -3.592 -1.624 0.0716
H -3.857 -0.502 -1.916 0.0904

=====

65
Properties=species:S:1:pos:R:3:lowdin_charge:R:1 method="wB97M-V/def2-TZVPD" e_above_lowest_ev=4.236 orbital_gap_ev="6.61 / 6.62" max_force_ha_per_bohr=0.104 homo_ha="-0.2967 / -0.2967" energy_ha=-3679.794659
Ir 0.390 1.361 -0.529 1.2603
S -0.611 -0.907 -0.723 0.4645
S 2.482 -2.432 -1.035 0.2702
S -2.270 1.869 -1.160 0.4483
S 0.276 4.132 -0.865 0.4944
P 0.515 -2.614 -0.916 0.1676
O 0.770 3.165 -1.857 -0.3912
O 0.982 5.388 -0.941 -0.2903
O -3.552 1.275 -1.426 -0.2692
O 2.681 0.812 -0.793 -0.0759
O -1.250 1.531 -2.157 -0.4189
O -1.765 1.570 0.203 -0.4109
O 0.356 3.507 0.476 -0.3863
N 3.764 1.343 1.133 0.0913
N 0.877 0.938 1.739 0.0425
C -1.771 5.897 -0.906 -0.0454
C -4.122 5.416 -0.953 -0.0511
C 0.570 -4.507 -2.954 -0.1047
C -0.164 0.431 2.392 -0.1485
C -1.473 4.549 -1.045 -0.2153
C 1.427 2.197 3.687 -0.0008
C -0.626 -4.761 0.531 -0.0712
C 2.846 2.349 1.624 -0.1055
C 4.880 -0.042 -0.477 -0.0035
C 0.015 -3.610 2.978 -0.0800
C 0.065 -3.561 0.582 -0.3840
C -3.084 6.332 -0.856 -0.0521
C -2.507 3.641 -1.136 -0.2303
C -2.029 -3.993 -3.792 -0.0742
C -0.194 -3.535 -2.324 -0.3967
C 1.673 1.796 2.382 -0.2583
C -1.491 -3.268 -2.744 -0.1039
C 3.662 0.733 -0.059 -0.5182
C 0.395 -2.991 1.804 -0.1287
C -0.986 -5.390 1.712 -0.0779
C 0.025 -5.226 -4.003 -0.0788
C -0.480 0.782 3.692 -0.0239
C -1.273 -4.972 -4.419 -0.0813
C -0.673 -4.814 2.934 -0.0846
C 0.315 1.705 4.348 -0.0313
C -3.823 4.072 -1.100 -0.0446
H -1.350 0.355 4.163 0.1147
H 3.403 3.042 2.255 0.1354
H 5.761 0.272 0.071 0.0805
H -3.298 7.380 -0.728 0.1079
H 0.941 -2.058 1.810 0.0813
H 4.699 -1.104 -0.321 0.0303
H -1.526 -6.324 1.676 0.1036
H -4.588 3.315 -1.171 0.1118
H -0.938 6.575 -0.818 0.1096
H 5.025 0.112 -1.543 0.1006
H -3.036 -3.790 -4.125 0.1053
H 0.076 2.028 5.351 0.1153
H 0.616 -5.981 -4.499 0.1032
H -0.967 -5.302 3.851 0.1012
H -1.690 -5.537 -5.240 0.1021
H -5.152 5.739 -0.909 0.1099
H 2.433 2.896 0.769 0.1056
H 4.551 1.107 1.718 0.1486
H -0.778 -0.269 1.849 0.0607
H 0.243 -3.145 3.926 0.1012
H -2.051 -2.489 -2.250 0.0684
H -0.880 -5.197 -0.424 0.1036
H 1.584 -4.690 -2.623 0.0809
H 2.097 2.893 4.166 0.1168

=====

59
Properties=species:S:1:pos:R:3:lowdin_charge:R:1 method="wB97M-V/def2-TZVPD" orbital_gap_ev=6.07 charge=-1 max_force_ha_per_bohr=0.054 homo_ha=-0.1240 energy_ha=-1450.787214
N -0.564 -2.766 -1.052 -0.0849
N 2.841 0.039 -3.814 -0.1519
N 0.914 2.917 -0.613 -0.0755
N 2.891 -1.061 0.414 0.0483
N 1.878 1.905 -0.675 0.0474
N 1.681 -0.348 2.239 0.1526
N -0.516 0.151 -0.151 -0.0429
N 0.395 -1.998 -1.675 0.0383
C 2.920 2.527 -1.232 -0.1956
C -1.098 1.304 -0.536 -0.2421
C -1.330 -0.838 0.377 -0.2608
C 0.258 -4.077 -2.682 -0.0808
C -2.613 3.722 -0.365 -0.3030
C -2.362 -3.061 0.614 0.0027
C -1.387 -2.228 -0.039 -0.0894
C -2.461 1.370 -0.970 -0.0344
C 4.047 -0.804 2.556 -0.0411
C 5.245 -1.494 0.605 -0.0944
C -1.988 -0.500 1.576 -0.0579
C 0.778 -2.751 -2.747 -0.1367
C 5.247 -1.143 1.973 -0.0939
C -0.598 -4.043 -1.609 -0.0822
C -3.642 4.808 0.034 -0.0814
C 2.708 3.873 -1.562 -0.0692
C -2.880 -1.308 2.229 -0.0649
C -3.149 2.575 -1.003 -0.0853
C 2.875 -0.750 1.752 -0.3585
C 4.052 -1.492 -0.105 -0.1487
C -0.443 2.612 -0.383 -0.1169
C -1.280 3.703 0.002 -0.0309
C 1.422 4.099 -1.119 -0.0737
C -4.408 -3.416 2.116 -0.0645
C -3.183 -2.586 1.650 -0.2674
C 2.361 -0.066 -2.740 -0.4118
Li 1.400 -0.283 -0.730 0.4441
H -5.142 -2.647 2.420 0.0720
H 3.993 -1.819 -1.151 0.1013
H -3.350 -1.056 3.198 0.1092
H 3.336 4.622 -2.005 0.0832
H 4.007 -0.571 3.597 0.0893
H -4.519 4.391 0.548 0.0624
H -4.258 -4.046 2.977 0.0552
H -3.999 5.364 -0.866 0.0721
H 6.140 -1.163 2.560 0.0899
H -4.803 -4.017 1.311 0.0597
H -1.280 -4.815 -1.253 0.1027
H 1.501 -2.316 -3.451 0.0706
H 3.825 1.965 -1.425 0.0934
H -1.803 0.503 1.962 0.1227
H -4.084 2.640 -1.568 0.1026
H -2.505 -4.076 0.302 0.0840
H -3.255 5.561 0.716 0.0525
H 6.226 -1.707 0.143 0.0972
H 0.909 -0.266 1.589 0.0567
H 1.464 -0.251 3.209 0.0964
H 0.873 5.047 -1.099 0.1152
H -0.871 4.573 0.523 0.1094
H -2.942 0.426 -1.243 0.1129
H 0.523 -4.935 -3.330 0.0967

=====

59
Properties=species:S:1:pos:R:3:lowdin_charge:R:1 method="wB97M-V/def2-TZVPD" multiplicity=2 orbital_gap_ev="7.75 / 8.13" charge=+2 max_force_ha_per_bohr=0.042 s_squared=0.855 homo_ha="-0.5329 / -0.5313" energy_ha=-2880.356978
Mn -0.166 1.066 -0.719 0.7026
P -0.668 -1.063 0.264 1.0719
N -0.138 3.293 -0.193 0.0431
N 1.991 1.557 -0.374 0.0971
N 2.949 -0.543 -0.513 0.2056
N 3.435 3.379 0.007 0.1886
N 4.338 1.229 -0.225 0.1924
N -2.586 1.175 -0.179 0.0394
N 5.701 3.058 0.061 0.2205
C -1.154 4.154 -0.120 -0.1078
C -0.017 -3.260 -1.447 -0.0749
C 2.246 2.867 -0.161 -0.2756
C 0.399 -3.012 -3.800 -0.0365
C -0.136 -1.082 -2.479 -0.1249
C -0.132 -2.087 1.656 -0.3599
C -0.226 -1.888 -1.329 -0.3698
C -5.260 -1.417 0.056 -0.0344
C -0.994 5.527 -0.002 -0.0081
C 4.494 2.541 -0.053 -0.4094
C -3.257 -0.094 -0.014 -0.3093
C 0.785 -3.330 3.959 -0.0398
C -0.403 -2.612 3.990 -0.0485
C -0.861 -1.986 2.846 -0.0843
C 0.184 -1.643 -3.702 -0.0501
C -3.117 -2.486 0.273 -0.0557
C 1.106 3.801 -0.110 -0.1877
C 1.073 -2.792 1.636 -0.0988
C -4.497 -2.567 0.194 -0.0401
C 1.354 5.165 0.014 0.0321
C 1.515 -3.426 2.783 -0.0507
C -2.492 -1.245 0.188 -0.2979
C 0.287 -3.817 -2.679 -0.0338
C 3.110 0.772 -0.367 -0.4218
C 0.290 6.048 0.048 0.0053
C -4.642 -0.183 -0.056 -0.0126
H 0.457 7.112 0.114 0.1303
H 0.643 -3.446 -4.756 0.1221
H -3.162 1.757 -0.789 0.1049
H -0.967 -2.529 4.908 0.1191
H -1.784 -1.419 2.871 0.1103
H -2.154 3.743 -0.171 0.0989
H 5.794 4.049 0.213 0.1304
H -0.378 0.033 -2.464 0.0863
H 0.432 -4.883 -2.764 0.1226
H -5.236 0.713 -0.171 0.1228
H 1.152 -3.802 4.857 0.1191
H -2.544 1.647 0.728 0.1087
H 2.025 -0.926 -0.633 0.0496
H 3.764 -1.136 -0.526 0.1317
H -2.525 -3.382 0.397 0.1179
H 2.376 5.497 0.066 0.1206
H -4.982 -3.529 0.235 0.1203
H -6.337 -1.476 0.034 0.1225
H 2.435 -3.991 2.764 0.1177
H -0.092 -3.892 -0.574 0.1088
H 1.653 -2.851 0.725 0.0907
H -1.860 6.166 0.045 0.1242
H 0.260 -1.028 -4.585 0.1205
H 6.521 2.474 0.022 0.1336

=====

60
Properties=species:S:1:pos:R:3:lowdin_charge:R:1 method="wB97M-V/def2-TZVPD" smiles="O=C1c2ccccc2C(=O)c2cc(S(=O)(=O)O)ccc21.CNC(=O)[C@H](Cc1ccccc1)NC(C)=O" e_above_lowest_ev=0.000 orbital_gap_ev=7.51 max_force_ha_per_bohr=0.063 homo_ha=-0.3412 energy_ha=-2039.597330
S -3.409 -2.048 -8.560 0.7000
O -0.864 1.640 7.341 0.0341
O -3.651 -3.556 -9.130 -0.1558
O -4.713 -1.437 -8.279 -0.2924
O 0.990 5.453 5.752 0.0452
O 1.746 -2.847 -7.216 0.1057
O -0.599 -2.833 -2.401 0.0983
O -2.664 -1.364 -9.622 -0.3032
N -0.347 4.461 7.250 0.0261
N -0.916 2.432 5.241 0.1185
C 0.359 3.172 5.254 -0.1774
C 0.358 4.462 6.112 -0.4432
C -2.264 -2.471 -4.655 0.0276
C 0.127 1.637 2.091 -0.0474
C 1.212 -2.838 -6.109 -0.2744
C -0.870 -2.651 -4.732 -0.0565
C 2.252 1.407 3.258 -0.0344
C 2.025 -3.021 -4.888 -0.0742
C 0.377 0.434 1.404 -0.0764
C 4.192 -3.366 -3.820 -0.0532
C 1.564 -0.281 1.644 -0.0892
C 0.806 3.408 3.798 -0.1008
C -0.059 -2.837 -3.506 -0.2704
C -1.030 -2.466 -7.157 0.0427
C -3.032 -2.298 -5.808 -0.0217
C 3.421 -3.195 -4.972 0.0092
C 2.503 0.207 2.569 -0.0744
C 1.064 2.126 3.025 -0.2220
C 2.198 -3.198 -2.465 0.0062
C -0.249 -2.650 -6.002 -0.0574
C -1.394 1.695 6.241 -0.5508
C 1.405 -3.022 -3.616 -0.0763
C -2.665 0.925 5.972 0.0081
C -2.415 -2.292 -7.062 -0.2276
C -0.450 5.591 8.172 -0.0532
C 3.580 -3.367 -2.567 -0.0542
H -3.468 1.620 5.733 0.0844
H 0.052 4.004 3.283 0.1248
H -0.552 -2.455 -8.138 0.1357
H -0.340 0.059 0.687 0.0966
H 1.755 -1.204 1.114 0.0894
H -2.502 0.240 5.142 0.0834
H -1.423 2.417 4.371 0.1354
H -3.656 -3.374 -10.077 0.0820
H 3.416 -0.341 2.753 0.0967
H -1.011 5.299 9.061 0.0842
H 1.102 2.521 5.717 0.1552
H 4.179 -3.501 -1.670 0.1089
H -2.928 0.358 6.864 0.0865
H -0.773 3.582 7.522 0.0946
H 5.267 -3.497 -3.902 0.1098
H -2.760 -2.466 -3.687 0.1266
H -0.783 2.185 1.896 0.1017
H -4.110 -2.162 -5.723 0.1245
H 2.976 1.778 3.970 0.1121
H 0.549 5.915 8.470 0.0851
H 1.737 -3.203 -1.480 0.1165
H 3.912 -3.197 -5.942 0.1219
H -0.957 6.423 7.680 0.0842
H 1.733 3.983 3.798 0.1243